i.
Here is the molecule C5H5FN2 from the OMol25 dataset. Energies are from ωB97M-V/def2-TZVPD.

Cartesian coordinates (Å):
1 C 0.899 -0.887 -0.421
2 C 1.444 1.314 0.243
3 C -0.281 -0.047 0.017
4 C -2.872 0.074 0.219
5 C -1.627 -0.171 0.082
6 N 0.206 1.158 0.523
7 N 1.899 0.091 -0.421
8 F 1.155 -1.964 0.518
9 H 0.954 -1.556 -1.356
10 H 2.142 1.935 0.610
11 H -3.450 -0.312 1.103
12 H -3.337 0.512 -0.644
13 H 2.868 -0.145 -0.472

The calculation puts the HOMO energy at -8.7 eV. Its net charge is 0. Its frontier orbital gap is 9.26 eV. As for the SMILES: C=C=C1N=CN[C@H]1F.



ii.
Here is the molecule C5H5FN2 from the OMol25 dataset. Energies are from ωB97M-V/def2-TZVPD.

Cartesian coordinates (Å):
1 C -1.552 1.108 0.011
2 C 0.545 0.454 -0.014
3 C -1.572 -0.283 0.003
4 C 0.424 -1.869 0.054
5 C -2.819 -1.039 -0.104
6 N -0.201 -0.689 -0.020
7 N -0.256 1.552 0.019
8 F -3.787 -0.076 0.005
9 H -2.401 1.843 0.085
10 H 1.500 0.601 0.318
11 H 1.400 -1.720 -0.143
12 H -0.280 -2.603 -0.161
13 H 0.172 2.436 0.277

The calculation puts the HOMO energy (spin up / spin down) at -6.8 / -6.5 eV. Its net charge is 0. Its frontier orbital gap (spin up / spin down) is 6.60 / 6.13 eV.



The most stable structure shown above is i; the least stable is ii.